Computed, not measured: C39H37CuF9OP2 as an isolated structure in a non-equilibrium geometry, with the ωB97M-V functional and the def2-TZVPD basis.

Last column: Mulliken spin population.
Cartesian coordinates (Å):
Cu (-3.531, 2.817, 2.109)  0.492
C (-2.328, 4.645, 3.162)  0.004
C (-1.576, 3.954, 2.255)  0.009
C (-0.475, 3.023, 2.690)  -0.007
C (-0.868, 1.522, 2.701)  0.065
C (-2.306, 1.264, 3.064)  -0.031
C (-2.956, 1.840, 4.128)  0.053
C (-2.366, 2.859, 5.065)  0.011
C (-2.391, 4.352, 4.629)  0.001
C (-4.621, 1.671, 1.002)  0.358
H (-2.899, 5.527, 2.858)  0.001
H (-1.621, 4.234, 1.197)  -0.003
H (-0.145, 3.294, 3.701)  0.000
H (0.387, 3.148, 2.017)  0.000
H (-0.689, 1.110, 1.699)  -0.014
H (-0.186, 0.991, 3.388)  -0.004
H (-2.788, 0.417, 2.559)  -0.001
H (-3.929, 1.418, 4.439)  -0.011
H (-1.331, 2.594, 5.328)  0.004
H (-2.959, 2.812, 5.995)  0.003
H (-3.330, 4.803, 4.992)  -0.001
H (-1.567, 4.874, 5.154)  -0.007
H (-5.460, 2.338, 0.733)  -0.022
H (-4.914, 0.788, 1.599)  -0.012
H (-3.924, 1.451, 0.176)  0.018
P (3.206, -1.427, -3.651)  0.000
P (1.899, -4.262, -2.332)  0.000
C (4.005, -2.395, -2.342)  0.000
C (3.448, -3.510, -1.776)  0.000
C (4.655, -0.923, -4.682)  0.000
C (5.966, -0.838, -4.189)  0.000
C (7.003, -0.415, -5.024)  0.000
C (6.753, -0.073, -6.355)  0.000
C (5.446, -0.178, -6.854)  0.000
C (4.408, -0.616, -6.037)  0.000
C (2.798, 0.117, -2.753)  0.000
C (1.759, 0.046, -1.802)  0.000
C (1.435, 1.164, -1.034)  -0.001
C (2.155, 2.359, -1.202)  0.000
C (3.166, 2.440, -2.166)  0.000
C (3.471, 1.332, -2.961)  0.000
C (2.533, -6.006, -2.569)  0.000
C (3.405, -6.237, -3.652)  0.000
C (4.003, -7.486, -3.824)  0.000
C (3.742, -8.529, -2.930)  0.000
C (2.856, -8.313, -1.874)  0.000
C (2.234, -7.071, -1.706)  0.000
C (0.988, -4.415, -0.761)  0.000
C (-0.409, -4.606, -0.854)  0.000
C (-1.164, -4.796, 0.302)  0.000
C (-0.541, -4.786, 1.559)  0.000
C (0.843, -4.578, 1.655)  0.000
C (1.603, -4.372, 0.494)  0.000
H (4.977, -2.051, -1.992)  0.000
H (3.996, -4.064, -1.010)  0.000
H (6.188, -1.092, -3.153)  0.000
H (8.011, -0.348, -4.625)  0.000
H (7.563, 0.268, -6.996)  0.000
H (5.246, 0.090, -7.889)  0.000
H (3.394, -0.716, -6.438)  0.000
H (1.221, -0.898, -1.667)  0.000
H (0.621, 1.109, -0.302)  0.000
H (1.919, 3.226, -0.579)  0.000
H (3.727, 3.372, -2.303)  0.000
H (4.243, 1.404, -3.728)  0.000
H (3.629, -5.424, -4.347)  0.000
H (4.680, -7.650, -4.662)  0.000
H (4.225, -9.501, -3.058)  0.000
H (2.644, -9.118, -1.171)  0.000
H (1.529, -6.934, -0.882)  0.000
H (-0.886, -4.609, -1.836)  0.000
H (-2.244, -4.953, 0.229)  0.000
H (-1.130, -4.938, 2.465)  0.000
H (1.335, -4.572, 2.628)  0.000
H (2.673, -4.183, 0.577)  0.000
F (-6.689, 5.232, 0.630)  -0.001
C (-7.196, 4.840, 1.822)  -0.005
F (-8.278, 5.625, 2.098)  0.000
F (-7.644, 3.564, 1.679)  0.000
C (-6.035, 4.907, 2.957)  -0.001
O (-4.920, 4.327, 2.584)  0.097
C (-5.738, 6.472, 3.239)  0.008
F (-6.829, 7.205, 3.582)  0.001
F (-4.835, 6.599, 4.258)  0.000
F (-5.181, 7.035, 2.137)  0.001
C (-6.646, 4.262, 4.298)  -0.001
F (-7.849, 4.792, 4.654)  0.000
F (-6.813, 2.926, 4.125)  -0.001
F (-5.798, 4.425, 5.353)  0.000

The orbital gap (alpha / beta) is 8.18 / 6.60 eV. As for the expectation value of S²: 0.76. For the largest force on an atom, the calculation gives 1.829 eV Å⁻¹. For the lowest unoccupied orbital energy (alpha / beta), the calculation gives 0.15 / -1.43 eV. Its spin multiplicity is 2.

---

Computed, not measured: one molecule with the formula C21H18N2O4S, with the ωB97M-V functional and the def2-TZVPD basis.

Last column: natural (NBO) charge in e.
Cartesian coordinates (Å):
O (1.595, -6.291, -2.819)  -0.591
C (1.968, -5.254, -3.301)  0.779
O (2.684, -5.210, -4.444)  -0.683
C (1.698, -3.906, -2.735)  -0.182
C (2.167, -2.725, -3.361)  -0.184
C (1.898, -1.509, -2.809)  -0.196
C (1.148, -1.406, -1.610)  0.034
C (0.854, -0.154, -1.019)  -0.179
C (0.128, -0.087, 0.136)  -0.125
C (-0.185, 1.248, 0.754)  0.676
O (-1.086, 1.958, 0.352)  -0.592
N (0.614, 1.556, 1.814)  -0.603
C (0.554, 2.694, 2.618)  0.062
C (-0.318, 3.728, 2.509)  -0.189
C (-0.229, 4.810, 3.428)  -0.283
C (0.716, 4.792, 4.388)  0.022
N (1.603, 3.751, 4.506)  -0.379
C (2.615, 3.768, 5.570)  -0.063
C (2.023, 3.826, 6.974)  -0.416
C (3.221, 3.965, 7.899)  -0.513
S (4.356, 5.137, 7.074)  0.180
C (3.587, 4.940, 5.435)  -0.529
C (1.581, 2.664, 3.655)  0.612
O (2.372, 1.727, 3.759)  -0.667
C (-0.332, -1.267, 0.766)  -0.193
C (-0.066, -2.485, 0.214)  -0.166
C (0.681, -2.586, -0.986)  -0.095
C (0.974, -3.835, -1.577)  -0.108
H (2.798, -6.130, -4.727)  0.500
H (2.737, -2.803, -4.276)  0.235
H (2.252, -0.602, -3.283)  0.214
H (1.204, 0.752, -1.498)  0.219
H (1.356, 0.921, 2.082)  0.441
H (-1.064, 3.720, 1.730)  0.262
H (-0.910, 5.644, 3.364)  0.230
H (0.828, 5.587, 5.110)  0.212
H (3.164, 2.836, 5.455)  0.259
H (1.371, 4.696, 7.078)  0.204
H (1.440, 2.930, 7.193)  0.228
H (2.955, 4.364, 8.875)  0.230
H (3.722, 3.008, 8.037)  0.213
H (4.349, 4.737, 4.684)  0.235
H (3.068, 5.859, 5.163)  0.210
H (-0.903, -1.191, 1.683)  0.222
H (-0.421, -3.393, 0.686)  0.219
H (0.625, -4.750, -1.115)  0.236

The orbital gap is 8.28 eV. For the largest force on an atom, the calculation gives 0.133 eV Å⁻¹. For the lowest unoccupied orbital energy, the calculation gives -0.04 eV. As for the energy above the lowest of the compared OMol25 structures with the same formula, charge and spin: 3.6 kcal/mol.

---

Computed, not measured: one molecule with the formula C3H10N2O in a non-equilibrium geometry, with the ωB97M-V functional and the def2-TZVPD basis.

Last column: natural (NBO) charge in e.
Cartesian coordinates (Å):
C (0.073, 0.475, -0.300)  0.085
C (1.400, 0.852, 0.342)  -0.078
C (-1.426, -1.522, -0.244)  -0.416
N (-0.352, -0.805, 0.413)  -0.652
N (-0.865, 1.550, -0.144)  -0.833
O (2.392, -0.059, -0.085)  -0.729
H (3.214, 0.116, 0.384)  0.474
H (0.455, -1.418, 0.488)  0.365
H (0.210, 0.286, -1.377)  0.169
H (-1.061, 1.703, 0.839)  0.361
H (-1.738, 1.338, -0.611)  0.363
H (1.657, 1.886, 0.086)  0.177
H (1.205, 0.727, 1.435)  0.166
H (-1.636, -2.441, 0.303)  0.204
H (-2.328, -0.905, -0.236)  0.182
H (-1.200, -1.783, -1.290)  0.163

The orbital gap is 9.91 eV. For the largest force on an atom, the calculation gives 1.643 eV Å⁻¹. For the lowest unoccupied orbital energy, the calculation gives 0.98 eV. As for the energy above the lowest of the compared OMol25 structures with the same formula, charge and spin: 25.2 kcal/mol.

---

Computed, not measured: one molecule with the formula C2H3Cl3N2 in a non-equilibrium geometry, with the ωB97M-V functional and the def2-TZVPD basis.

Last column: Mulliken spin population.
Cartesian coordinates (Å):
C (-0.255, 0.268, -0.176)  -0.053
C (1.274, 0.367, 0.018)  0.025
N (-0.763, 1.132, -0.963)  0.286
N (-0.863, -0.722, 0.517)  0.843
Cl (1.895, 0.198, 1.637)  0.003
Cl (1.969, -1.025, -0.999)  -0.003
Cl (-2.553, -0.698, 0.905)  0.929
H (1.555, 1.150, -0.615)  -0.002
H (-1.837, 1.035, -1.038)  -0.006
H (-0.420, -1.704, 0.713)  -0.022

The orbital gap (alpha / beta) is 6.52 / 8.17 eV. As for the expectation value of S²: 2.02. For the largest force on an atom, the calculation gives 6.649 eV Å⁻¹. For the lowest unoccupied orbital energy (alpha / beta), the calculation gives 0.28 / -2.88 eV. Its spin multiplicity is 3. As for the energy above the lowest of the compared OMol25 structures with the same formula, charge and spin: 0.0 kcal/mol.

---

Computed, not measured: H2NO3S as an isolated structure in a non-equilibrium geometry, with the ωB97M-V functional and the def2-TZVPD basis.

Last column: natural (NBO) charge in e.
Cartesian coordinates (Å):
N (-0.818, 1.071, 0.418)  -1.129
O (-0.259, -1.479, -0.636)  -0.989
O (1.512, 0.206, -1.277)  -0.968
O (1.440, -0.781, 0.943)  -0.981
S (0.728, -0.485, -0.244)  2.425
H (-1.380, 0.880, -0.405)  0.323
H (-1.222, 0.588, 1.200)  0.319

The orbital gap is 8.82 eV. For the largest force on an atom, the calculation gives 3.910 eV Å⁻¹. For the lowest unoccupied orbital energy, the calculation gives 4.30 eV. As for the energy above the lowest of the compared OMol25 structures with the same formula, charge and spin: 33.5 kcal/mol. Its total charge is -1.

---

Computed, not measured: one molecule with the formula C11H22N2O3 in a non-equilibrium geometry, with the ωB97M-V functional and the def2-TZVPD basis.

Last column: natural (NBO) charge in e.
Cartesian coordinates (Å):
C (-0.639, -0.562, -0.548)  -0.149
C (-0.120, -0.893, 0.887)  0.702
C (-1.694, 0.533, -0.465)  -0.398
C (-3.043, 0.275, 0.223)  -0.237
C (-4.000, -0.694, -0.527)  -0.607
C (-3.710, 1.578, 0.577)  -0.595
C (2.043, 0.495, 0.664)  -0.147
C (1.486, 1.780, 0.020)  0.792
C (2.901, -0.426, -0.259)  -0.230
C (4.237, 0.213, -0.697)  -0.605
C (3.285, -1.802, 0.299)  -0.606
H (-1.481, -2.318, -0.396)  0.371
H (-1.735, -1.665, -1.842)  0.354
H (0.183, -0.160, -1.131)  0.208
H (-1.961, 0.831, -1.510)  0.202
H (-1.195, 1.398, -0.038)  0.208
H (-2.797, -0.245, 1.152)  0.209
H (-4.347, -0.281, -1.475)  0.198
H (-3.506, -1.629, -0.794)  0.203
H (-4.904, -0.964, 0.074)  0.215
H (-3.139, 2.117, 1.318)  0.208
H (-4.729, 1.452, 0.944)  0.212
H (-3.749, 2.189, -0.345)  0.195
H (1.248, -0.554, 2.315)  0.408
H (2.699, 0.876, 1.471)  0.228
H (2.292, -0.562, -1.161)  0.215
H (4.828, 0.229, 0.234)  0.192
H (4.810, -0.350, -1.448)  0.222
H (4.178, 1.242, -1.017)  0.217
H (4.023, -1.623, 1.105)  0.194
H (3.802, -2.365, -0.476)  0.222
H (2.483, -2.399, 0.728)  0.222
H (0.619, 3.365, 0.460)  0.501
N (-1.019, -1.807, -1.132)  -0.816
N (0.991, -0.203, 1.401)  -0.626
O (-0.706, -1.682, 1.606)  -0.619
O (1.350, 1.991, -1.169)  -0.593
O (1.017, 2.619, 0.950)  -0.670

The orbital gap is 9.90 eV. For the largest force on an atom, the calculation gives 1.682 eV Å⁻¹. For the lowest unoccupied orbital energy, the calculation gives 0.59 eV. As for the energy above the lowest of the compared OMol25 structures with the same formula, charge and spin: 26.0 kcal/mol.

---

Let's list total energy in order: -4805.4466, -1619.7920, -305.0344, -1567.9071, -679.8924, -767.5987 hartree.